Record 1
A structure of composition C18H19IN2SeZn in a non-equilibrium geometry. Source: the Open Molecules 2025 dataset; level of theory: ωB97M-V with the def2-TZVPD basis set.

XYZ file:
```
42
Properties=species:S:1:pos:R:3:forces:R:3
C 1.6083 2.5212 1.3513 1.604 3.781 5.289
C 2.9844 0.8109 -0.1052 3.302 -0.495 -0.848
H 1.2916 3.5570 0.9517 0.873 -1.738 0.249
H 2.7745 2.4331 1.5781 -2.912 0.592 -0.120
H 0.9839 2.3998 2.3473 1.443 0.105 -1.801
H 2.9097 0.3666 -1.1697 0.276 1.747 1.508
H 3.6629 1.7654 0.0783 -1.341 -2.486 -0.851
H 3.2093 -0.0865 0.5628 -0.283 1.588 -0.343
C -2.6556 1.1936 -0.3540 -0.115 -0.268 -0.385
C -3.8847 0.9930 -1.0202 0.793 0.514 0.862
C -3.9503 -0.0183 -1.9685 0.145 0.347 0.321
C -2.8160 -0.7525 -2.2473 0.989 -0.250 0.322
H -2.4985 2.0253 0.3602 -0.253 -0.635 -0.425
H -4.7203 1.6519 -0.7519 0.271 -0.468 -0.327
H -4.8674 -0.2225 -2.4826 -0.310 -0.032 -0.269
H -2.7827 -1.5159 -3.0038 -0.394 -0.007 -0.242
N -1.5846 0.4246 -0.5792 -0.211 -0.069 -0.308
C -1.6364 -0.5304 -1.5200 -0.309 0.856 0.448
C -0.3935 -1.3445 -1.7348 0.258 -1.365 -0.508
N 0.8095 -0.9209 -1.3106 -0.430 0.236 0.605
C 1.8753 -1.7275 -1.3763 -1.088 0.726 0.017
C 0.6472 -3.4538 -2.4149 -2.324 0.790 -0.272
C 1.8262 -2.9918 -1.9011 1.445 -0.650 0.038
H 2.7875 -1.3128 -0.9811 0.091 -0.359 -0.034
H 2.7628 -3.5759 -1.8879 -0.746 0.170 -0.150
C -0.5114 -2.6232 -2.3397 1.735 0.370 0.543
H -1.4730 -2.9284 -2.7076 -0.007 -0.386 -0.053
H 0.5415 -4.4266 -2.8683 0.152 -0.146 0.005
Zn 1.0575 1.2919 0.1588 -2.355 -2.257 -3.565
I 0.2578 2.7167 -1.8589 0.026 0.346 -0.490
Se 0.2207 -0.4394 1.7619 -0.563 -0.945 0.106
C 0.3327 0.2516 3.4730 0.079 0.593 1.585
C -0.8018 0.8705 4.0663 0.543 -0.040 -0.250
C -0.6727 1.5676 5.2695 0.265 -0.313 -0.069
C 0.5695 1.6260 5.9253 -0.477 -0.088 -0.524
C 1.6744 0.9836 5.3647 0.008 -0.218 0.229
C 1.5604 0.2662 4.1816 -0.646 0.351 -0.495
H -1.7588 0.8235 3.5331 0.401 0.066 0.277
H -1.5493 2.0538 5.6938 0.225 -0.074 -0.024
H 0.6554 2.1692 6.8621 0.059 -0.063 -0.165
H 2.6400 1.0282 5.8622 -0.165 -0.017 -0.010
H 2.4091 -0.2512 3.7414 -0.053 0.191 0.126
```
Forces are in eV/Å.

Computed properties:
total charge	0
HOMO level (spin up / spin down)	-7.7 / -7.6	eV

Record 2
A cluster of 2 separate species, C4H6N2O in total. Source: the Open Molecules 2025 dataset; level of theory: ωB97M-V with the def2-TZVPD basis set.

XYZ file:
```
13
Properties=species:S:1:pos:R:3:forces:R:3
C -0.6829 -0.1181 0.6525 -0.061 0.163 0.018
C -1.5979 0.0726 -0.4195 0.033 0.062 -0.103
N -1.7035 1.3539 -0.7438 0.216 -0.160 -0.058
N -0.8468 1.9797 0.0682 0.143 0.194 -0.002
C -0.1889 1.1409 0.8966 -0.138 0.044 0.032
H -0.4335 -0.9672 1.2772 -0.030 -0.094 -0.602
H -2.1067 -0.6179 -1.0842 -0.098 -0.149 0.601
H -0.7782 2.9811 0.0134 0.103 -0.072 -0.005
H 0.6224 1.4687 1.5305 -0.295 0.027 0.101
C 1.9258 -1.8267 -0.5535 0.128 0.167 0.210
O 2.2698 -1.0492 0.2991 -0.067 -0.381 -0.360
H 2.6207 -2.5856 -0.9641 -0.027 0.099 0.051
H 0.8996 -1.8322 -0.9722 0.093 0.098 0.116
```
Forces are in eV/Å.

Computed properties:
total charge	0
relative energy (zero: lowest compared OMol25 entry of this formula, charge and spin)	212.21	kJ/mol
HOMO level	-9.3	eV

Record 3
A cluster of 11 separate species, C44H121N11O11 in total in a non-equilibrium geometry. Source: the Open Molecules 2025 dataset; level of theory: ωB97M-V with the def2-TZVPD basis set.

XYZ file:
```
187
Properties=species:S:1:pos:R:3:forces:R:3
C 3.7574 -4.1051 -1.0158 0.659 0.528 -0.609
O 3.7648 -2.8209 -0.3994 -0.418 -0.541 0.398
C 4.6860 -2.7931 0.6746 0.249 -0.518 0.537
C 4.5612 -1.4661 1.4151 0.227 0.111 1.025
C 4.9916 -0.3467 0.5186 -0.621 1.035 -0.471
N 5.3831 -1.4102 2.6480 0.674 -1.421 -0.290
H 2.9073 -4.2116 -1.6868 -0.132 0.309 0.112
H 3.7660 -4.9547 -0.3299 -0.085 0.192 0.352
H 4.6681 -4.1472 -1.6226 0.054 -0.395 -0.108
H 4.4757 -3.6231 1.3628 -0.200 -0.009 0.116
H 5.7005 -3.0049 0.3140 0.162 0.392 -0.086
H 3.5209 -1.4154 1.7475 -0.313 0.378 -0.667
H 4.4160 -0.3259 -0.4087 -0.078 -0.161 0.037
H 6.0450 -0.4019 0.2445 0.062 -0.176 0.245
H 4.8028 0.6221 0.9891 0.159 0.000 0.083
H 5.2015 -2.2059 3.2480 -0.018 -0.052 -0.079
H 5.3405 -0.6010 3.2487 -0.428 0.396 -0.566
C -2.6286 -6.0011 0.5692 -0.959 -0.770 0.130
O -3.2265 -4.7366 0.7106 0.750 0.825 -0.160
C -3.2387 -4.2479 2.0287 -0.373 -0.096 0.576
C -4.0217 -2.9562 2.1232 -0.749 1.051 -0.065
C -3.4769 -1.7272 1.4351 0.758 -0.272 -0.942
N -4.2505 -2.6236 3.5478 -0.171 -0.807 -0.725
H -2.8537 -6.3411 -0.4408 0.040 -0.037 0.099
H -3.1382 -6.6580 1.2867 0.214 -0.335 -0.094
H -1.5493 -6.1183 0.7061 0.077 0.709 0.183
H -3.8006 -4.9494 2.6633 0.106 -0.280 0.042
H -2.2534 -4.1508 2.4988 0.261 0.070 -0.310
H -4.9462 -3.1031 1.5478 -0.263 -0.524 0.362
H -4.2308 -0.9412 1.3929 0.049 0.070 0.324
H -3.2746 -1.9919 0.3922 0.102 0.067 -0.015
H -2.5367 -1.3503 1.8417 -0.073 0.040 0.233
H -4.7260 -3.3997 3.9972 0.008 0.092 0.170
H -4.8571 -1.8158 3.6380 -0.001 0.023 -0.123
C 6.1599 -0.9338 -3.1381 -0.440 -0.606 0.816
O 5.0758 -0.6472 -3.9831 -0.146 0.928 -0.313
C 3.8813 -1.2271 -3.5135 -0.051 -0.868 -0.634
C 2.6679 -0.9026 -4.3703 -0.824 1.672 -0.298
C 2.4749 0.6295 -4.3343 0.106 -0.526 -0.338
N 1.4870 -1.6002 -3.8505 0.620 -0.750 0.056
H 7.0636 -0.4210 -3.4539 -0.035 -0.265 -0.462
H 6.2358 -2.0268 -3.0613 0.663 -0.029 -0.277
H 5.9997 -0.6401 -2.0939 -0.331 0.358 -0.085
H 4.0250 -2.3172 -3.5659 -0.091 -0.134 0.565
H 3.6596 -0.8895 -2.4970 0.022 -0.288 0.151
H 2.7633 -1.1524 -5.4354 0.744 -0.203 0.058
H 3.1908 1.0475 -5.0427 0.023 0.339 0.249
H 2.6477 1.0079 -3.3284 0.065 0.154 -0.009
H 1.4743 0.9313 -4.6437 -0.051 -0.079 -0.100
H 1.7347 -2.5921 -3.9416 -0.425 0.317 0.553
H 0.6918 -1.5377 -4.5067 0.770 0.355 0.616
C 2.4106 -4.9078 -5.1995 0.703 0.565 0.184
O 1.3486 -4.3705 -4.4341 0.308 -0.593 -0.142
C 0.5062 -5.4041 -3.9804 -0.431 -0.915 -0.129
C -0.5237 -4.8667 -3.0370 -0.788 1.572 1.119
C -0.0042 -4.3464 -1.6886 0.371 0.079 -0.002
N -1.5821 -5.8383 -2.7217 0.404 -0.793 -1.047
H 3.0373 -5.5493 -4.5735 -0.239 -0.476 -0.161
H 3.0988 -4.1118 -5.4952 -0.351 0.321 0.003
H 2.0720 -5.3889 -6.1192 -0.123 -0.296 0.152
H -0.0098 -5.8511 -4.8439 -0.012 0.028 -0.094
H 1.0493 -6.2382 -3.5156 0.329 0.198 0.093
H -1.0002 -4.0254 -3.5603 0.313 0.247 -0.017
H 0.5095 -5.1231 -1.1158 -0.288 -0.293 -0.057
H -0.8497 -3.9585 -1.1206 -0.016 -0.147 0.119
H 0.7062 -3.5196 -1.7148 -0.048 0.014 -0.561
H -1.8244 -6.2650 -3.6151 -0.225 -0.244 0.210
H -2.4281 -5.3634 -2.4305 0.155 0.225 0.168
C -0.9697 5.2865 -1.5400 -0.746 0.042 0.533
O -1.6837 6.4290 -1.9588 0.293 0.678 -0.488
C -3.0934 6.3858 -1.7439 0.502 -0.922 -0.741
C -3.7431 7.6319 -2.3474 0.086 1.256 0.603
C -5.2667 7.6336 -2.3299 -0.566 -0.922 0.175
N -3.2484 7.9054 -3.6948 0.432 -0.570 0.056
H -1.5011 4.3658 -1.7992 0.077 -0.070 -0.253
H -0.8868 5.2868 -0.4483 0.173 -0.056 0.099
H 0.0232 5.2996 -1.9817 -0.031 0.070 -0.110
H -3.4577 5.5491 -2.3588 -0.267 -0.334 0.389
H -3.2227 6.1773 -0.6794 -0.703 0.235 0.019
H -3.4180 8.4887 -1.7468 0.054 -0.019 0.064
H -5.6440 7.1670 -1.4154 0.057 -0.023 0.031
H -5.6870 7.0558 -3.1590 0.240 -0.222 -0.012
H -5.7836 8.5892 -2.4064 0.645 0.333 0.019
H -2.2345 7.8599 -3.5973 -0.016 0.286 -0.244
H -3.4425 7.0798 -4.2627 -0.222 0.130 -0.119
C 2.2215 6.8786 -0.5043 0.465 0.252 -0.512
O 2.7291 7.5592 0.6241 0.061 -0.532 -0.040
C 4.1430 7.5022 0.7715 -0.275 0.515 -0.055
C 4.8124 6.1224 0.7383 0.100 0.190 0.019
C 4.3457 5.1600 1.8022 -0.158 -0.328 0.059
N 6.2702 6.2382 0.8625 0.228 1.014 -0.195
H 2.5060 5.8230 -0.5292 -0.330 -0.124 0.264
H 2.6212 7.2940 -1.4385 0.099 0.203 -0.003
H 1.1440 7.0126 -0.5469 -0.015 -0.122 0.281
H 4.6383 8.0971 -0.0084 -0.149 0.043 -0.262
H 4.3020 8.0681 1.6920 0.294 -0.390 0.247
H 4.6306 5.7238 -0.2637 -0.022 -0.212 0.096
H 4.6963 4.1498 1.5857 -0.038 0.007 -0.131
H 3.2583 5.1429 1.8875 0.020 0.062 0.132
H 4.8029 5.4171 2.7600 -0.247 0.186 0.084
H 6.6003 6.8787 0.1397 0.045 -0.372 -0.270
H 6.4798 6.7992 1.6890 -0.100 -0.397 0.296
C 0.5770 1.6021 3.0609 0.175 -0.083 0.187
O -0.2050 1.3164 4.2001 -0.194 0.122 -0.243
C -0.9941 0.1342 4.0437 0.638 0.994 1.771
C -1.7106 -0.1009 5.3960 -0.615 -0.453 -0.440
C -0.8148 0.0094 6.6122 0.564 0.176 -0.311
N -2.3438 -1.4318 5.4172 0.531 0.250 -0.805
H 1.0539 2.5742 3.1910 -0.092 0.032 0.151
H 0.0027 1.6331 2.1334 -0.120 -0.125 0.030
H 1.3729 0.8559 2.9644 0.006 -0.073 -0.221
H -1.7107 0.3251 3.2421 -0.027 -0.559 -0.247
H -0.3263 -0.7206 3.8964 -0.107 -0.121 -0.546
H -2.5069 0.6474 5.4679 -0.004 0.044 0.157
H -0.4145 1.0182 6.7090 -0.068 -0.027 0.177
H 0.0465 -0.6600 6.5145 0.009 -0.060 -0.089
H -1.3472 -0.2990 7.5104 -0.147 0.196 0.002
H -2.8790 -1.5666 4.5503 -0.071 -0.033 0.600
H -1.5708 -2.1044 5.2918 -0.594 0.320 0.267
C -3.3128 2.1389 -1.0960 -0.595 0.518 -0.442
O -3.7087 2.9336 -0.0013 0.055 0.152 0.331
C -3.6216 2.1791 1.1907 -0.482 -0.055 -0.042
C -4.2337 2.8817 2.3816 0.682 1.323 1.472
C -3.3346 4.0411 2.8477 0.397 1.362 -0.056
N -4.3682 1.9493 3.5021 0.175 -0.828 0.234
H -2.2317 1.9855 -1.1575 0.004 -0.264 0.202
H -3.6226 2.6749 -1.9948 0.121 0.048 -0.026
H -3.8844 1.2051 -1.0792 0.361 -0.268 -0.047
H -4.1785 1.2480 1.0448 0.223 -0.204 0.073
H -2.5641 1.9802 1.4052 0.035 -0.300 0.096
H -5.2431 3.2586 2.2084 0.073 -0.043 -0.553
H -2.3498 3.7168 3.1994 0.079 -0.409 -0.514
H -3.6422 4.6504 3.7071 -0.873 -0.598 0.136
H -3.2033 4.8488 2.1185 0.195 -0.437 -0.454
H -4.6036 2.4696 4.3408 -0.363 0.111 -0.136
H -3.4532 1.5828 3.7608 0.043 -0.116 -0.319
C 2.0439 2.5371 -0.3449 -0.251 0.634 0.424
O 1.2457 1.4796 0.1197 0.325 -0.222 -0.343
C 0.8506 0.6041 -0.9309 0.143 0.499 0.396
C -0.0581 -0.4603 -0.3669 -1.203 0.135 -0.058
C 0.6124 -1.4681 0.5476 0.779 0.079 0.151
N -0.7469 -1.1825 -1.4432 0.650 -0.405 -0.674
H 2.3613 3.0869 0.5431 0.240 -0.065 -0.063
H 1.4694 3.2566 -0.9437 -0.134 -0.152 -0.187
H 2.9148 2.2359 -0.9353 0.035 -0.282 0.095
H 0.2825 1.1877 -1.6666 0.055 -0.063 -0.186
H 1.7401 0.1851 -1.4143 -0.028 -0.159 -0.056
H -0.8827 0.0717 0.1259 0.300 0.031 0.518
H -0.0935 -2.1923 0.9537 -0.083 -0.014 -0.169
H 1.1743 -1.0366 1.3808 -0.402 0.435 0.064
H 1.4166 -1.9820 0.0103 -0.284 -0.246 -0.257
H -1.1782 -0.5365 -2.1032 -0.058 0.272 0.550
H 0.0096 -1.5659 -2.0160 -0.180 -0.282 -0.065
C 0.6675 -3.4498 4.1406 -0.480 0.038 -1.439
O -0.2453 -3.3483 5.2091 1.128 -0.974 0.124
C 0.1908 -4.0899 6.3646 -0.603 0.827 0.543
C -1.0060 -4.5685 7.1739 -1.710 0.221 -0.279
C -2.0321 -5.3197 6.3114 1.157 -0.720 -0.544
N -1.7295 -3.4928 7.8461 0.197 0.871 0.640
H 1.6579 -2.9891 4.2117 -0.040 0.142 0.858
H 0.2039 -2.9542 3.2835 -0.111 0.092 0.088
H 0.8189 -4.4796 3.8013 -0.032 -0.201 0.343
H 0.8169 -4.9393 6.0894 0.052 0.041 -0.144
H 0.7361 -3.3691 6.9820 0.388 -0.307 0.107
H -0.6905 -5.2345 7.9836 0.491 -0.157 -0.335
H -2.4106 -4.7321 5.4752 -0.005 0.317 0.219
H -2.8617 -5.6837 6.9147 0.039 -0.059 0.026
H -1.4991 -6.1646 5.8559 -0.376 -0.262 0.037
H -1.6597 -2.5795 7.4194 0.294 -0.046 -0.329
H -2.7256 -3.6576 7.8375 -0.023 -0.243 0.053
C -0.0166 -1.7260 -6.8852 0.731 -0.970 -0.140
O -0.5964 -1.4841 -5.6230 -0.691 0.060 -0.787
C -1.8722 -0.8917 -5.7519 -0.363 0.569 0.026
C -2.2921 -0.2332 -4.4441 -0.596 0.939 -0.381
C -3.6281 0.5157 -4.6050 -0.574 -1.705 -0.089
N -1.3587 0.7702 -3.9523 1.265 -0.245 -0.199
H 0.0065 -0.8432 -7.5261 -0.042 0.110 0.100
H -0.4671 -2.5646 -7.4283 -0.591 0.218 0.061
H 0.9953 -2.1023 -6.7206 0.129 0.409 0.181
H -1.8217 -0.1079 -6.5208 -0.011 0.014 -0.050
H -2.6314 -1.6127 -6.0783 0.118 -0.169 0.045
H -2.3865 -1.0085 -3.6795 -0.108 0.013 0.022
H -3.9628 0.8482 -3.6257 0.099 0.424 -0.120
H -4.3888 -0.1991 -4.9389 -0.058 -0.015 0.026
H -3.6479 1.2919 -5.3695 0.447 0.267 0.253
H -1.2398 1.5165 -4.6352 -0.455 0.104 0.004
H -0.4291 0.3505 -3.9623 0.031 -0.041 0.409
```
Forces are in eV/Å.

Computed properties:
total charge	0
relative energy (zero: lowest compared OMol25 entry of this formula, charge and spin)	150.25	kJ/mol
HOMO level	-8.3	eV